Below is a cluster of 6 separate species, H12O5S2 in total, with properties calculated with wB97M-V/def2-TZVPD.

Total energy ... -1179.7693 hartree
HOMO-LUMO gap ... 8.409 eV
Structure (SMILES) ... SS.O.O.O.O.O

Element x y z (Å)
S 0.58 0.00 -2.70
S 1.85 1.62 -2.44
H 0.53 0.10 -4.03
H 1.37 1.99 -1.24
H -2.58 1.30 -0.79
H -1.67 0.06 -0.66
O -1.66 1.03 -0.64
H -0.76 -1.07 2.24
H -0.48 -0.94 3.75
O -0.35 -0.49 2.91
H -0.17 -1.83 -0.04
H -1.51 -2.55 -0.27
O -1.11 -1.84 0.24
H 0.23 0.99 1.60
H -0.22 1.71 0.34
O 0.48 1.72 1.02
H 2.32 -1.13 0.51
H 1.55 0.12 0.25
O 1.60 -0.81 -0.04

***

Below is a cluster of 6 separate species, H12O6 in total at a distorted geometry, with properties calculated with wB97M-V/def2-TZVPD.

Total energy ... -458.6120 hartree
HOMO-LUMO gap (spin up / spin down) ... 2.519 / 10.312 eV
Spin multiplicity ... 2
Net charge ... -1

Element x y z (Å)
O 16.09 8.91 7.21
H 15.59 8.91 6.39
H 15.52 9.35 7.84
O 17.32 4.39 6.92
H 17.55 5.30 6.74
H 18.11 3.90 6.69
O 17.93 7.21 8.00
H 17.41 6.51 8.38
H 17.30 7.89 7.77
O 17.89 10.46 5.41
H 17.44 9.89 6.03
H 18.60 9.92 5.06
O 20.05 7.40 9.84
H 19.96 6.49 10.12
H 19.42 7.50 9.13
O 18.85 4.86 10.58
H 17.92 4.65 10.51
H 19.01 4.93 11.52

***

Below is a cluster of 6 separate species, H12O6 in total at a distorted geometry, with properties calculated with wB97M-V/def2-TZVPD.

Total energy ... -458.6121 hartree
HOMO-LUMO gap ... 11.327 eV
Structure (SMILES) ... O.O.O.O.O.O

Element x y z (Å)
H -2.48 1.84 1.66
H -1.10 1.34 1.19
H 1.05 0.54 1.21
H -0.14 -0.70 1.35
H 3.20 0.74 1.23
H 2.52 0.10 0.03
H 1.29 -1.76 -1.05
H 1.99 -0.59 -2.03
H -2.21 0.74 -0.29
H -2.35 0.77 -1.83
H -0.98 -2.57 -0.82
H -0.99 -0.86 -0.87
O -1.85 1.94 0.88
O 0.12 0.37 1.56
O 2.45 0.91 0.59
O 2.17 -1.22 -1.27
O -2.30 0.13 -1.09
O -0.40 -1.70 -0.43

***

Below is a cluster of 6 separate species, H12O6 in total at a distorted geometry, with properties calculated with wB97M-V/def2-TZVPD.

Total energy ... -458.6428 hartree
HOMO-LUMO gap ... 11.710 eV
Structure (SMILES) ... O.O.O.O.O.O

Element x y z (Å)
H 0.85 -3.10 -0.35
H -0.33 -2.06 -0.65
H -2.14 -0.68 0.21
H -2.90 -2.01 -0.44
H -1.88 1.64 0.24
H -2.62 1.11 1.50
H 2.25 -1.21 1.65
H 1.70 -1.37 0.16
H -0.47 3.22 -0.75
H 0.41 1.94 -0.36
H 2.35 0.78 0.14
H 2.55 2.12 -0.80
O 0.64 -2.24 -0.81
O -2.04 -1.68 0.05
O -2.55 0.87 0.54
O 2.42 -0.96 0.72
O -0.53 2.22 -0.61
O 2.09 1.74 0.03

***

Below is a cluster of 6 separate species, H12O6 in total at a distorted geometry, with properties calculated with wB97M-V/def2-TZVPD.

Total energy ... -458.6180 hartree
HOMO-LUMO gap ... 9.766 eV
Structure (SMILES) ... O.O.O.O.O.O

Element x y z (Å)
O 1.28 1.81 1.49
H 0.92 2.33 2.18
H 2.22 2.02 1.52
O 0.70 -0.15 -3.13
H 0.72 -1.05 -3.42
H 0.47 -0.05 -2.22
O 0.14 0.23 -0.52
H -0.71 0.63 -0.62
H 0.64 0.83 0.08
O -2.13 -0.90 -2.25
H -1.30 -1.39 -2.27
H -2.20 -0.53 -3.13
O -0.39 -0.03 2.99
H 0.00 0.10 3.87
H -0.23 0.74 2.45
O 0.03 -1.93 0.91
H 0.01 -1.19 0.33
H -0.18 -1.48 1.73

***

Below is a cluster of 6 separate species, H12O6 in total, with properties calculated with wB97M-V/def2-TZVPD.

Total energy ... -458.5981 hartree
HOMO-LUMO gap ... 11.430 eV
Structure (SMILES) ... O.O.O.O.O.O

Element x y z (Å)
H 0.88 0.28 1.11
H 1.24 1.02 -0.16
H -0.83 3.49 -3.62
H -0.03 3.91 -2.40
H 1.32 1.09 4.09
H 0.41 1.60 2.99
H 1.66 -2.84 1.87
H 3.15 -2.63 1.72
H -2.02 -2.49 -0.70
H -2.84 -1.87 -1.83
H -1.12 -0.77 -1.93
H -2.35 -0.46 -1.09
O 1.61 0.44 0.51
O -0.03 3.96 -3.36
O 0.41 1.35 3.92
O 2.49 -3.32 1.89
O -2.39 -2.69 -1.57
O -1.55 -0.06 -1.44

***

Below is a cluster of 6 separate species, H12O6 in total at a distorted geometry, with properties calculated with wB97M-V/def2-TZVPD.

Total energy ... -458.5548 hartree
HOMO-LUMO gap ... 10.798 eV
Structure (SMILES) ... O.O.O.O.O.O

Element x y z (Å)
O 3.14 0.83 -1.13
H 3.68 1.16 -0.57
H 2.78 0.00 -0.63
O -0.72 -0.65 -0.09
H 0.16 -0.87 0.05
H -0.87 -0.72 -1.10
O -1.87 0.16 2.35
H -1.39 -0.17 1.57
H -1.26 0.69 2.59
O -0.89 2.39 0.26
H -1.00 1.43 0.05
H -1.60 2.68 0.82
O 2.11 -0.94 0.61
H 2.26 -0.30 1.20
H 2.54 -1.81 0.97
O -1.98 -1.11 -2.35
H -2.99 -0.79 -2.17
H -2.10 -1.99 -2.44

***

Below is a cluster of 6 separate species, H12O6 in total at a distorted geometry, with properties calculated with wB97M-V/def2-TZVPD.

Total energy ... -458.6250 hartree
HOMO-LUMO gap ... 11.292 eV
Structure (SMILES) ... O.O.O.O.O.O

Element x y z (Å)
H -0.62 2.10 -0.85
H -0.09 2.32 0.49
H 1.89 1.17 -0.01
H 1.46 0.31 -1.16
H 3.38 0.10 0.69
H 2.18 -0.89 0.67
H -3.46 0.85 0.89
H -2.20 0.64 0.23
H 1.17 -2.04 -1.22
H 0.17 -1.50 -0.18
H -2.14 -1.63 -0.25
H -1.45 -2.89 0.29
O -0.95 2.33 0.01
O 1.55 1.26 -0.91
O 2.61 -0.07 1.19
O -3.04 0.22 0.33
O 1.17 -1.49 -0.46
O -1.37 -2.07 -0.11

***

Below is a cluster of 6 separate species, H12O6 in total, with properties calculated with wB97M-V/def2-TZVPD.

Total energy ... -458.6269 hartree
HOMO-LUMO gap ... 11.192 eV
Structure (SMILES) ... O.O.O.O.O.O

Element x y z (Å)
O 0.56 0.15 -3.68
H 0.69 -0.69 -4.11
H 0.86 0.00 -2.78
O 0.28 0.09 3.58
H 1.21 -0.11 3.50
H -0.06 0.00 2.69
O -0.36 -0.08 0.76
H -0.30 -0.38 -0.15
H -0.36 0.87 0.70
O 1.92 -0.72 -1.49
H 1.96 -0.58 -0.55
H 2.55 -1.42 -1.66
O -3.00 -2.36 1.62
H -3.69 -2.60 1.00
H -2.56 -1.61 1.21
O 0.19 2.76 -0.21
H -0.33 3.23 -0.86
H 0.45 3.43 0.43

***

Below is a structure of composition H12O6Zn at a distorted geometry, with properties calculated with wB97M-V/def2-TZVPD.

Total energy ... -2237.4401 hartree
HOMO-LUMO gap ... 13.116 eV
Net charge ... +2

Element x y z (Å)
Zn -9.19 -9.46 2.62
O -7.34 -9.55 1.76
H -6.74 -10.30 1.73
H -7.18 -9.09 0.93
O -9.33 -7.64 1.63
H -9.69 -7.56 0.75
H -8.95 -6.79 1.82
O -11.02 -9.30 3.49
H -11.62 -8.63 3.16
H -11.42 -9.60 4.31
O -8.46 -8.48 4.27
H -7.58 -8.27 4.56
H -9.02 -8.27 5.01
O -8.88 -10.97 3.88
H -9.58 -11.45 4.31
H -8.08 -11.27 4.33
O -9.77 -10.68 1.09
H -9.27 -11.46 0.86
H -10.63 -10.81 0.68

***

Below is a cluster of 6 separate species, H13O6 in total at a distorted geometry, with properties calculated with wB97M-V/def2-TZVPD.

Total energy ... -458.9735 hartree
HOMO-LUMO gap ... 12.161 eV
Net charge ... +1

Element x y z (Å)
O 1.05 -0.49 -0.02
H 0.59 -0.23 -0.89
H 1.20 0.32 0.52
H 0.43 -1.13 0.45
O 0.81 2.31 -0.78
H 0.27 2.79 -0.14
H 1.42 2.93 -1.11
O 0.01 0.13 -2.61
H 0.45 0.93 -2.90
H -0.88 0.45 -2.27
O -0.22 -2.05 1.89
H -1.02 -1.53 1.84
H -0.59 -2.87 1.62
O -1.16 -1.90 -0.83
H -2.04 -1.51 -0.78
H -1.48 -2.77 -0.61
O 0.54 1.14 2.17
H -0.33 1.52 1.95
H 0.95 1.95 2.49

***

Below is a cluster of 7 separate species, H13O6S in total at a distorted geometry, with properties calculated with wB97M-V/def2-TZVPD.

Total energy ... -857.4857 hartree
HOMO-LUMO gap ... 7.688 eV
Net charge ... -1

Element x y z (Å)
S -0.91 1.32 0.47
H -1.18 2.24 -0.48
H 0.40 -1.08 -1.84
H -0.15 -0.61 -0.56
O 0.08 -1.45 -1.02
H 0.47 2.45 2.76
H 0.33 1.08 2.69
O 0.87 1.69 3.20
H 2.23 -4.20 -3.75
H 2.19 -5.38 -2.77
O 2.12 -5.17 -3.67
H -0.33 -1.28 2.79
H -1.33 -1.58 1.73
O -0.79 -2.03 2.41
H -3.91 3.50 1.14
H -2.42 3.14 0.69
O -3.19 3.71 0.54
H 1.17 1.37 -1.05
H 2.62 1.22 -1.47
O 1.73 1.06 -1.81